DFT (ωB97M-V with the def2-TZVPD basis set) results for an isolated ion of composition C5H9ClIN3OP and charge +1 in a non-equilibrium geometry.

```
21
Properties=species:S:1:pos:R:3:forces:R:3
C 2.11709 1.09865 0.11738 -0.356 0.058 -0.124
C 2.53958 -0.39047 -0.05858 0.762 0.314 0.058
N 1.55643 -1.37257 0.51946 0.090 0.387 -1.011
N 0.28071 -0.99046 0.07407 -1.156 -0.328 -0.213
C -0.18817 -1.01882 -1.20003 -0.838 0.602 1.627
N -1.45109 -0.52964 -1.10614 0.200 -0.055 -0.762
C -1.84834 -0.17615 0.18539 3.425 -0.092 0.893
P -3.45625 0.56090 0.84315 -1.300 -0.084 0.317
O -4.03845 1.56380 -0.36926 1.441 -1.010 0.417
Cl -2.84064 1.89440 2.33317 -0.051 -0.315 -1.320
C -0.68326 -0.51657 0.96129 -1.242 0.511 -0.740
I -0.25302 -0.41941 3.03642 -0.250 -0.179 -1.230
H 1.90530 1.32932 1.18580 0.307 -0.170 -0.684
H 2.91341 1.78830 -0.25825 -0.522 -0.765 0.412
H 1.19320 1.37349 -0.45479 0.727 -0.361 0.373
H 3.49321 -0.54333 0.50173 -0.737 -0.052 -0.533
H 2.70650 -0.65175 -1.13146 0.036 0.411 0.649
H 1.69828 -2.29696 0.09605 0.276 0.317 0.461
H 0.34009 -1.36480 -2.10763 -0.514 0.328 0.824
H -2.01065 -0.42441 -1.94867 0.028 0.005 0.330
H -3.97392 1.08648 -1.21909 -0.325 0.480 0.256
```
Positions in Å, forces in eV/Å.

Summary:
lowest unoccupied orbital energy	-3.63	eV
HOMO level	-12.5	eV
net charge	+1
HOMO-LUMO gap	8.87	eV
spin multiplicity	1
SMILES	CCNn1c[nH+]c(P(O)Cl)c1I
E	-41753.29745	eV

DFT (ωB97M-V with the def2-TZVPD basis set) results for one molecule with the formula C4H8O2 in a non-equilibrium geometry.

```
14
Properties=species:S:1:pos:R:3:forces:R:3
C 1.19991 0.09754 1.13339 0.021 -0.810 -0.176
C 0.61029 -0.77412 -0.12610 0.364 0.434 0.600
C -0.58886 -0.23038 -0.96028 0.264 0.578 0.427
O -1.77740 -0.97925 -0.85062 0.077 0.096 0.081
C -0.80047 1.13997 -0.34653 -0.450 0.042 -0.016
O -1.88722 1.63322 -0.16390 0.342 -0.127 -0.149
H 2.14602 -0.38950 1.33255 0.131 -0.333 0.375
H 0.55685 -0.01507 2.01568 0.059 -0.177 -0.254
H 1.48630 1.17763 1.16679 -0.392 -0.795 -0.917
H 0.28102 -1.72080 0.32249 0.176 0.217 -0.145
H 1.44281 -0.99407 -0.80662 -0.166 0.066 0.263
H -0.32745 -0.13504 -2.03466 0.160 0.066 0.483
H -2.48654 -0.31519 -0.76906 0.103 -0.248 0.050
H 0.14473 1.50505 0.08687 -0.689 0.991 -0.623
```
Positions in Å, forces in eV/Å.

Summary:
energy above the lowest of the compared OMol25 structures with the same formula, charge and spin	2.0950	eV
lowest unoccupied orbital energy	0.88	eV
HOMO level	-10.0	eV
HOMO-LUMO gap	10.87	eV
spin multiplicity	1
SMILES	CC[C@@H](O)C=O
E	-8371.18675	eV

DFT (ωB97M-V with the def2-TZVPD basis set) results for C40H64CdN6O3S2SbSi3 as an isolated structure.

```
120
Properties=species:S:1:pos:R:3:forces:R:3
Cd -0.23344 -0.18555 -0.35398 0.210 -0.093 -0.156
N 0.00990 2.57686 -0.64937 -0.252 -0.105 -0.214
C 0.69636 3.77069 -1.16074 0.026 -0.086 0.086
C 0.98865 3.69342 -2.64581 -0.103 0.206 -0.156
C 2.10998 2.78467 -3.10178 0.087 -0.160 0.112
N 1.86123 1.38315 -2.75818 0.208 0.144 -0.047
H -0.83301 2.42687 -1.19958 -0.040 0.055 0.050
H -0.31377 2.72372 0.30070 -0.017 -0.034 0.006
H 1.62615 3.90296 -0.60487 0.025 -0.050 -0.025
H 0.09599 4.67247 -0.99592 0.005 0.027 0.103
H 1.24298 4.70472 -2.97334 -0.062 0.006 -0.061
H 0.06430 3.42514 -3.17702 0.012 0.006 0.005
H 3.04537 3.10466 -2.62895 -0.004 -0.005 0.001
H 2.23434 2.94033 -4.17960 0.040 -0.019 -0.032
H 2.42172 0.78510 -3.35081 0.095 -0.074 -0.036
H 0.89678 1.12367 -2.93286 0.079 0.017 0.025
C -2.44244 -3.41056 2.50142 0.017 0.035 0.003
C -1.74138 -2.29369 2.02542 -0.023 0.101 0.011
N -1.01284 -2.30373 0.92969 -0.181 -0.071 -0.212
C -0.93973 -3.45988 0.22916 0.030 0.150 0.007
C -1.62333 -4.61920 0.60477 -0.036 -0.129 0.014
C -2.39379 -4.57029 1.78041 -0.030 -0.040 0.003
C -1.51310 -5.81401 -0.18909 -0.015 0.055 0.069
C -0.73442 -5.84572 -1.28668 0.057 0.050 -0.047
C 0.01517 -4.68394 -1.68218 -0.008 -0.154 -0.029
C 0.87613 -4.67996 -2.79278 -0.014 -0.054 -0.035
C 1.58694 -3.54780 -3.09701 0.010 0.048 0.032
C 1.41932 -2.41806 -2.28658 0.104 -0.029 0.025
N 0.61469 -2.39467 -1.24588 -0.151 0.023 -0.160
C -0.08398 -3.50184 -0.93863 0.003 0.093 0.118
H -3.02438 -3.32932 3.40868 0.019 0.000 -0.002
H -1.79578 -1.35756 2.56744 0.005 -0.025 -0.032
H -2.93661 -5.45168 2.10007 0.006 0.005 -0.002
H -2.06480 -6.69233 0.12255 -0.003 0.018 0.004
H -0.64511 -6.74821 -1.87846 0.004 0.016 -0.006
H 0.97401 -5.57709 -3.39296 0.000 0.013 0.008
H 2.26362 -3.51347 -3.93981 0.002 -0.005 0.011
H 1.95725 -1.49905 -2.49502 -0.039 -0.010 0.008
C -7.00142 5.12076 0.00408 0.035 -0.016 0.005
C -6.05350 3.95283 0.02332 -0.029 0.027 -0.024
C -6.46202 2.70846 0.48957 -0.011 -0.023 0.006
C -5.59694 1.62292 0.49156 -0.007 0.066 -0.094
C -4.30569 1.78519 0.01487 -0.036 0.155 -0.027
C -3.87478 3.02008 -0.46023 -0.065 -0.066 0.027
C -4.74792 4.09125 -0.45212 -0.004 0.024 -0.012
S -3.20296 0.41285 0.02915 0.011 -0.029 0.063
O -3.92641 -0.68932 0.61063 -0.042 -0.076 -0.006
O -2.69372 0.23168 -1.32893 -0.135 -0.097 0.062
N -1.88515 0.82431 0.81905 -0.156 -0.006 0.392
C -1.88456 1.07371 2.19627 -0.091 -0.037 -0.358
C -3.04156 1.19853 2.98015 -0.082 -0.033 0.022
C -2.90449 1.47213 4.32394 -0.034 0.005 0.021
C -1.63575 1.61564 4.87387 -0.011 0.022 -0.012
C -0.56043 1.46738 4.02435 0.015 0.142 -0.085
N -0.66724 1.19617 2.72007 0.166 0.177 0.066
H -7.82035 4.97853 0.70738 0.004 -0.009 -0.001
H -7.43522 5.24622 -0.99000 0.007 -0.006 -0.001
H -6.48837 6.04824 0.25749 0.001 -0.006 -0.004
H -7.47369 2.58369 0.85675 0.017 0.002 0.010
H -5.91413 0.65353 0.85173 0.004 0.009 0.006
H -2.86474 3.14084 -0.83057 0.000 0.002 0.024
H -4.41606 5.05481 -0.82077 0.001 -0.006 0.017
H -4.02144 1.06928 2.54629 0.027 0.003 0.043
H -3.78659 1.57368 4.94362 0.000 -0.006 -0.006
H -1.48854 1.83437 5.92167 0.002 -0.003 -0.006
H 0.45182 1.56497 4.40126 0.005 0.011 -0.010
O -0.37703 -0.35676 -2.84889 -0.291 0.240 -0.111
S -1.07909 -0.56127 -4.17641 0.167 -0.136 0.040
C -2.44662 0.62078 -4.32989 -0.028 0.005 0.086
C -3.66618 -0.19133 -4.75833 0.048 -0.027 -0.009
C -3.63457 -1.45796 -3.90183 0.067 0.039 -0.031
C -2.20517 -1.98439 -4.00726 -0.039 -0.032 0.058
H -2.15308 1.40849 -5.02124 0.001 -0.032 -0.027
H -2.56455 1.01543 -3.32174 -0.062 0.062 -0.026
H -3.59585 -0.44908 -5.81862 -0.021 0.014 -0.003
H -4.58266 0.38231 -4.62192 0.018 0.010 0.029
H -4.35539 -2.20440 -4.23382 0.014 0.003 -0.039
H -3.85204 -1.20341 -2.86822 -0.023 0.007 0.066
H -2.05558 -2.59244 -4.90068 0.002 -0.007 0.010
H -1.85083 -2.53825 -3.13654 -0.013 -0.006 -0.012
C 1.24067 -1.24788 4.06092 -0.040 0.015 0.088
Si 2.39584 -1.75930 2.68788 -0.104 0.126 0.043
C 4.09583 -1.96187 3.43275 0.128 -0.059 0.025
C 1.85522 -3.44609 2.08182 -0.058 -0.133 -0.083
Sb 2.30270 -0.05716 0.74369 0.608 -0.081 0.244
Si 3.34757 2.11631 1.65682 -0.133 -0.038 -0.107
C 4.30149 1.73096 3.20776 0.098 -0.035 0.126
C 2.07497 3.42727 2.06376 -0.116 0.033 0.120
C 4.49394 2.78556 0.33315 0.077 0.028 -0.082
Si 4.48014 -0.98149 -0.30315 -0.090 -0.040 0.063
C 4.81428 -0.38447 -2.03619 -0.025 0.050 -0.179
C 5.94481 -0.48100 0.74254 0.069 0.052 0.091
C 4.44672 -2.85010 -0.32867 -0.029 -0.130 0.036
H 0.97084 -2.13774 4.63826 0.037 0.025 0.037
H 0.32656 -0.79009 3.68638 0.076 -0.137 0.007
H 1.72252 -0.53984 4.74083 -0.048 -0.014 -0.021
H 3.96852 -2.57746 4.32946 0.038 0.005 -0.008
H 4.55752 -1.02348 3.73517 -0.011 0.006 0.027
H 4.78250 -2.48838 2.76902 0.006 -0.001 0.040
H 2.38212 -4.19471 2.68133 -0.030 -0.026 -0.028
H 2.07656 -3.64071 1.03240 0.014 -0.002 0.018
H 0.78349 -3.58434 2.23624 0.093 -0.019 0.025
H 3.66723 1.26456 3.96524 0.012 0.020 -0.004
H 4.68139 2.67094 3.62024 0.011 -0.030 0.010
H 5.15164 1.07667 3.01798 0.019 0.000 0.027
H 2.11526 3.66570 3.12963 -0.029 -0.010 -0.021
H 1.05988 3.10950 1.83643 -0.035 -0.001 0.047
H 2.29018 4.34374 1.51041 -0.017 -0.007 0.047
H 4.83567 2.03081 -0.37315 0.026 0.031 0.011
H 5.37578 3.22495 0.80917 -0.016 0.023 -0.044
H 3.99769 3.57072 -0.23951 -0.007 -0.002 -0.013
H 4.62712 0.68054 -2.15836 -0.018 0.055 -0.051
H 4.22372 -0.92652 -2.77776 -0.005 0.033 -0.010
H 5.87149 -0.57318 -2.24953 -0.050 0.000 -0.038
H 6.11826 0.59464 0.76079 0.017 -0.012 -0.017
H 6.83150 -0.95346 0.30797 0.003 0.013 0.021
H 5.85108 -0.82919 1.76957 0.041 0.003 0.003
H 3.53803 -3.26681 -0.76369 0.002 0.011 -0.040
H 4.55500 -3.26119 0.67652 -0.006 -0.034 -0.039
H 5.29576 -3.19764 -0.92561 -0.009 -0.014 0.028
```
Positions in Å, forces in eV/Å.

Summary:
energy above the lowest of the compared OMol25 structures with the same formula, charge and spin	1.0872	eV
lowest unoccupied orbital energy	-2.41	eV
HOMO level	-10.3	eV
net charge	+1
HOMO-LUMO gap	7.88	eV
spin multiplicity	1
E	-114007.39642	eV

What did the second record say?
DFT (ωB97M-V with the def2-TZVPD basis set) results for one molecule with the formula C4H8O2 in a non-equilibrium geometry.

```
14
Properties=species:S:1:pos:R:3:forces:R:3
C 1.19991 0.09754 1.13339 0.021 -0.810 -0.176
C 0.61029 -0.77412 -0.12610 0.364 0.434 0.600
C -0.58886 -0.23038 -0.96028 0.264 0.578 0.427
O -1.77740 -0.97925 -0.85062 0.077 0.096 0.081
C -0.80047 1.13997 -0.34653 -0.450 0.042 -0.016
O -1.88722 1.63322 -0.16390 0.342 -0.127 -0.149
H 2.14602 -0.38950 1.33255 0.131 -0.333 0.375
H 0.55685 -0.01507 2.01568 0.059 -0.177 -0.254
H 1.48630 1.17763 1.16679 -0.392 -0.795 -0.917
H 0.28102 -1.72080 0.32249 0.176 0.217 -0.145
H 1.44281 -0.99407 -0.80662 -0.166 0.066 0.263
H -0.32745 -0.13504 -2.03466 0.160 0.066 0.483
H -2.48654 -0.31519 -0.76906 0.103 -0.248 0.050
H 0.14473 1.50505 0.08687 -0.689 0.991 -0.623
```
Positions in Å, forces in eV/Å.

Summary:
energy above the lowest of the compared OMol25 structures with the same formula, charge and spin	2.0950	eV
lowest unoccupied orbital energy	0.88	eV
HOMO level	-10.0	eV
HOMO-LUMO gap	10.87	eV
spin multiplicity	1
SMILES	CC[C@@H](O)C=O
E	-8371.18675	eV

Q: Which of these has the highest E?
A: C4H8O2

Q: spin multiplicity of number 1 (C5H9ClIN3OP)?
A: 1